Entry 1:
Entry from OMol25: the ion C9H14NO2S with charge +1 (ωB97M-V/def2-TZVPD).

```
27
Properties=species:S:1:pos:R:3:forces:R:3
C -0.623 -0.022 0.243 1.336 -2.685 1.270
C -0.504 -1.373 0.355 -1.772 1.664 0.134
C 2.021 -1.219 -0.320 -0.355 0.667 0.355
C 1.409 1.356 0.834 -0.474 -0.797 -0.004
C -1.843 0.771 0.622 0.711 -1.231 -3.166
C -1.684 -2.255 0.584 1.630 -2.765 -2.364
C 0.997 1.138 2.229 0.032 -1.528 1.184
C 0.408 -0.041 -2.552 -1.008 2.653 -1.494
C 0.448 1.103 -1.454 -0.097 0.673 -1.950
N 0.567 0.646 -0.108 1.473 -1.035 0.474
O 3.034 -0.811 -0.585 1.041 0.428 -0.346
O 2.379 1.945 0.481 0.293 0.372 -0.715
S 0.923 -2.371 0.080 -0.391 -0.070 0.103
H -2.660 0.609 -0.109 0.294 0.354 0.626
H -1.468 1.743 0.631 -0.141 2.048 -0.143
H -2.078 0.515 1.578 -1.239 -0.743 2.613
H -2.561 -1.765 0.295 -1.400 0.862 -0.056
H -1.758 -2.694 1.577 0.020 -0.166 -0.133
H -1.559 -3.086 -0.294 -0.606 1.330 2.403
H 1.766 1.412 2.969 -0.458 0.179 -0.510
H 0.045 1.607 2.392 -0.330 0.700 0.390
H 0.733 0.060 2.384 0.458 0.670 -0.106
H 0.264 0.462 -3.591 0.632 -0.393 1.749
H 1.392 -0.510 -2.610 -0.444 -0.483 0.025
H -0.512 -0.633 -2.583 0.568 -0.588 0.735
H -0.493 1.723 -1.350 1.040 -0.246 -1.391
H 1.356 1.692 -1.699 -0.812 0.132 0.318
```
Forces are in eV/Å.

The calculation puts the LUMO energy at -5.08 eV. For the energy relative to the best compared isomer or geometry (same formula, charge and spin), the calculation gives 281.7 kJ/mol. The calculated total energy is -25971.069 eV. Its charge is +1. The HOMO-LUMO gap comes out at 8.48 eV.

Entry 2:
Entry from OMol25: the molecule C6H14O (ωB97M-V/def2-TZVPD).

```
21
Properties=species:S:1:pos:R:3:forces:R:3
C 1.144 2.934 -1.213 -0.001 0.055 0.009
C 0.596 1.529 -1.458 -0.011 -0.047 -0.043
C 0.099 0.856 -0.181 0.001 0.036 0.040
C -0.470 -0.548 -0.400 0.080 -0.099 0.076
C -0.903 -1.167 0.934 0.895 0.112 0.762
C -0.910 -2.665 1.114 1.053 -0.733 1.003
O 0.311 -2.838 2.044 -0.912 -1.615 -0.416
H 1.500 3.393 -2.142 -0.038 -0.073 0.145
H 1.980 2.913 -0.504 -0.129 -0.006 -0.119
H 0.371 3.589 -0.794 0.104 -0.100 -0.047
H -0.226 1.576 -2.186 0.111 -0.003 0.089
H 1.377 0.906 -1.917 -0.119 0.068 0.070
H 0.920 0.789 0.546 -0.068 0.033 -0.094
H -0.670 1.488 0.287 0.095 -0.076 -0.068
H 0.305 -1.181 -0.854 -0.055 0.069 0.078
H -1.276 -0.479 -1.148 0.006 -0.163 0.322
H -0.026 -1.266 1.674 -0.922 2.861 -1.093
H -1.764 -0.646 1.380 0.238 -0.247 -0.139
H -1.791 -3.083 1.605 0.118 -0.010 -0.138
H -0.637 -3.240 0.226 -0.125 0.043 0.188
H 0.069 -2.860 2.986 -0.322 -0.104 -0.622
```
Forces are in eV/Å.

The calculation puts the LUMO energy at 1.05 eV. For the energy relative to the best compared isomer or geometry (same formula, charge and spin), the calculation gives 161.0 kJ/mol. The calculated total energy is -8495.224 eV. The HOMO-LUMO gap comes out at 11.01 eV.

Entry 3:
Entry from OMol25: the molecule C14H18O4 (ωB97M-V/def2-TZVPD).

```
36
Properties=species:S:1:pos:R:3:forces:R:3
C -0.926 -4.191 -5.765 0.476 1.608 -1.719
C -0.920 -3.204 -4.603 1.222 2.990 -0.205
C -0.058 -2.069 -4.703 -0.538 -1.320 1.095
C 0.327 -1.086 -3.585 -0.396 -0.323 2.035
C 0.180 -1.210 -2.177 -0.657 -1.917 -4.571
C 0.602 -0.296 -1.139 2.510 1.544 -2.357
O 1.236 0.680 -1.572 -0.953 -0.241 1.495
C 0.551 -0.689 0.297 0.017 2.694 1.172
C 0.992 0.505 1.288 0.859 -2.333 0.769
C -0.178 1.286 1.920 0.544 -0.781 -0.920
C -1.271 1.651 0.941 0.677 -0.466 -0.791
O -0.819 0.440 2.885 -0.287 -1.112 -0.249
C -0.483 0.761 4.154 0.176 0.228 -0.923
O -0.832 0.185 5.131 -0.606 -0.927 0.697
C 0.318 1.932 4.075 0.846 4.447 0.313
C 0.563 2.759 5.386 -0.296 1.406 -2.196
C 0.438 2.396 2.776 -0.715 -1.429 3.343
O 1.091 3.522 2.399 0.037 -1.402 -1.486
H -1.546 -5.114 -5.801 0.546 0.846 0.562
H 0.150 -4.348 -5.858 -0.077 -1.151 -0.125
H -1.073 -3.618 -6.765 -0.341 -0.826 1.626
H -1.603 -3.329 -3.722 0.960 0.118 -0.839
H 0.550 -1.844 -5.669 -1.273 -0.777 1.683
H 0.881 -0.205 -3.900 -0.332 0.096 -0.257
H -0.116 -2.220 -2.006 -0.701 -0.551 1.146
H -0.471 -0.946 0.539 -0.089 -0.686 0.242
H 1.255 -1.494 0.416 -0.027 -0.638 0.125
H 1.553 0.004 2.181 -0.989 0.866 -1.462
H 1.741 1.159 0.827 -0.462 -0.050 -0.174
H -1.983 2.181 1.470 -1.379 1.672 0.943
H -1.903 0.903 0.431 0.972 -0.585 0.532
H -0.815 2.211 0.160 0.143 0.893 -0.679
H -0.367 2.963 5.936 -0.015 -0.139 -0.553
H 1.048 3.779 5.165 -0.583 -1.591 0.244
H 1.149 2.244 6.085 1.144 -0.826 0.795
H 0.741 4.300 2.803 -0.415 0.664 0.690
```
Forces are in eV/Å.

The calculation puts the LUMO energy at -0.49 eV. For the energy relative to the best compared isomer or geometry (same formula, charge and spin), the calculation gives 445.2 kJ/mol. The calculated total energy is -22996.468 eV. The HOMO-LUMO gap comes out at 8.13 eV.

Entry 4:
Entry from OMol25: a cluster of 2 separate species, C2H4ClN3O in total (ωB97M-V/def2-TZVPD).

```
11
Properties=species:S:1:pos:R:3:forces:R:3
C -1.565 -1.525 -0.758 3.304 1.027 -0.622
C -1.573 -0.373 -0.096 0.153 -0.886 -0.369
N 1.930 0.849 -0.752 -1.017 -0.742 -3.884
N 2.345 1.019 0.245 0.559 0.839 2.414
N 2.879 1.222 1.304 1.527 -0.258 0.839
O -0.552 0.460 0.062 2.507 1.433 -1.913
Cl -2.877 0.220 0.848 -0.705 -0.165 0.136
H -2.341 -2.184 -0.826 -2.126 -1.290 -0.020
H -0.603 -1.864 -1.268 -1.365 0.723 0.778
H 2.245 1.591 1.980 -0.611 0.289 0.554
H 0.111 0.586 -0.740 -2.224 -0.970 2.088
```
Forces are in eV/Å.

The calculation puts the LUMO energy at 0.68 eV. For the energy relative to the best compared isomer or geometry (same formula, charge and spin), the calculation gives 176.5 kJ/mol. The calculated total energy is -21175.921 eV. The HOMO-LUMO gap comes out at 9.84 eV.

Entry 5:
Entry from OMol25: a cluster of 2 separate species, C2H3BrFNO2 in total (ωB97M-V/def2-TZVPD).

```
10
Properties=species:S:1:pos:R:3:forces:R:3
C -0.661 0.050 0.106 1.760 -2.507 1.064
C 1.451 -0.782 0.574 -3.129 0.786 1.593
N -0.518 1.452 0.287 -1.410 -1.079 0.062
O -1.205 1.927 1.178 0.531 0.922 0.271
O 0.186 2.015 -0.500 0.728 1.458 -0.571
F 1.619 -1.856 -0.155 -0.133 -0.714 -0.574
Br 2.642 0.562 0.142 0.455 0.265 0.170
H -0.972 -0.222 -0.914 0.612 0.136 0.461
H -1.301 -0.330 0.918 0.446 -0.047 -0.589
H 1.354 -1.063 1.691 0.141 0.779 -1.887
```
Forces are in eV/Å.

The calculation puts the LUMO energy (spin up / spin down) at -0.74 / -0.74 eV. For the energy relative to the best compared isomer or geometry (same formula, charge and spin), the calculation gives 246.3 kJ/mol. The calculated total energy is -80461.804 eV. The HOMO-LUMO gap (spin up / spin down) comes out at 9.05 / 9.05 eV.

Entry 6:
Entry from OMol25: a structure of composition C20H23Cl3FGeNO3PtS3 (ωB97M-V/def2-TZVPD).

```
56
Properties=species:S:1:pos:R:3:forces:R:3
Pt 0.306 -0.579 0.242 -0.033 0.270 -0.049
C 0.190 -2.362 2.855 -0.004 -0.023 0.062
C 1.289 -1.412 3.304 -0.070 -0.067 -0.010
S 2.105 -0.639 1.865 -0.036 -0.221 -0.024
C 2.121 1.130 2.258 -0.043 0.048 -0.042
C 0.759 1.751 2.529 0.044 0.013 0.012
S -0.401 1.481 1.147 0.213 0.163 -0.160
C -1.937 0.969 1.970 -0.057 0.030 -0.007
C -1.791 -0.297 2.783 0.012 0.019 -0.022
S -1.056 -1.617 1.753 -0.056 -0.103 0.184
H 0.592 -3.197 2.277 -0.018 -0.005 -0.001
H -0.349 -2.791 3.703 0.017 0.030 0.022
H 0.931 -0.637 3.978 -0.013 0.009 -0.016
H 2.055 -1.977 3.838 0.019 0.011 -0.024
H 2.788 1.281 3.109 -0.025 -0.028 0.024
H 2.601 1.577 1.385 0.008 0.009 0.015
H 0.303 1.389 3.448 0.027 -0.016 0.002
H 0.873 2.832 2.624 -0.021 -0.001 -0.016
H -2.284 1.805 2.581 0.040 0.002 0.016
H -2.649 0.848 1.151 0.005 0.009 -0.002
H -1.182 -0.165 3.675 0.007 0.026 -0.008
H -2.771 -0.656 3.101 0.009 -0.040 -0.020
C 1.183 2.095 -7.062 0.004 0.017 0.013
C 2.455 2.098 -6.233 -0.010 0.017 -0.020
C 3.592 1.384 -6.940 0.000 -0.006 -0.011
C 4.861 1.451 -6.113 0.006 0.023 -0.011
C 4.624 0.911 -4.733 -0.013 -0.022 0.030
C 5.657 0.377 -3.999 -0.006 0.015 -0.003
C 5.435 -0.128 -2.718 0.029 -0.013 0.011
F 6.460 -0.638 -2.051 -0.017 0.010 -0.006
C 4.198 -0.117 -2.138 -0.014 -0.004 0.021
C 3.121 0.415 -2.862 0.000 0.084 -0.045
C 1.809 0.452 -2.270 -0.155 0.050 0.089
O 1.740 0.099 -1.018 0.042 -0.008 0.173
C 0.761 0.933 -3.061 -0.006 0.040 -0.121
C 1.055 1.451 -4.333 -0.007 -0.030 0.000
N 2.249 1.461 -4.868 -0.023 0.007 -0.008
C 3.334 0.927 -4.161 -0.002 0.021 -0.017
C -0.666 0.992 -2.724 -0.145 -0.249 0.327
O -1.498 1.673 -3.208 0.018 0.097 -0.145
O -1.084 0.043 -1.718 0.341 0.368 -0.051
H 1.442 2.442 -8.061 -0.002 0.000 0.000
H 0.416 2.776 -6.692 0.000 0.003 0.005
H 0.768 1.090 -7.158 0.006 -0.002 -0.009
H 2.755 3.127 -6.019 0.021 -0.013 0.033
H 3.745 1.873 -7.901 -0.010 -0.012 -0.007
H 3.308 0.348 -7.146 0.005 -0.004 0.012
H 5.197 2.490 -6.035 0.008 -0.005 -0.002
H 5.671 0.898 -6.587 -0.008 -0.013 0.000
H 6.659 0.337 -4.409 0.000 -0.006 -0.001
H 4.058 -0.522 -1.149 0.004 -0.003 0.001
H 0.246 1.869 -4.914 0.003 0.003 -0.002
Cl -0.052 -2.669 -1.173 0.124 -0.051 -0.123
Ge -1.702 -1.551 -2.179 -0.150 -0.438 -0.145
Cl -1.700 -1.970 -4.204 0.025 0.053 0.030
Cl -3.443 -1.884 -1.096 -0.093 -0.067 0.048
```
Forces are in eV/Å.

The calculation puts the LUMO energy (spin up / spin down) at -10.87 / -11.41 eV. For the energy relative to the best compared isomer or geometry (same formula, charge and spin), the calculation gives 0.0 kJ/mol. The calculated total energy is -161277.598 eV. Its charge is +3. The HOMO-LUMO gap (spin up / spin down) comes out at 5.78 / 5.24 eV. The spin multiplicity is 2. As for the expectation value of S²: 0.756.

Entry 7:
Entry from OMol25: the molecule C3H7NOS2 (ωB97M-V/def2-TZVPD).

```
14
Properties=species:S:1:pos:R:3:forces:R:3
N 2.064 -1.111 -0.189 0.605 -0.920 0.485
C 1.300 0.022 -0.679 0.107 -1.001 0.528
C 1.670 0.262 -2.115 0.880 0.213 -1.159
O 1.258 1.162 -2.797 -0.537 -0.045 0.262
C -0.205 -0.302 -0.447 1.117 0.156 -0.499
S -0.750 0.692 0.985 -0.596 -0.558 -0.846
S -2.179 -0.607 1.835 -0.038 -0.321 -0.058
H 1.756 -1.531 0.687 -0.278 0.513 -0.339
H 3.078 -1.047 -0.115 -0.362 0.532 -0.291
H 1.595 0.981 -0.249 -0.280 0.235 0.528
H 2.502 -0.355 -2.534 -0.308 -0.240 0.349
H -0.663 -0.217 -1.438 -0.806 0.824 0.550
H -0.321 -1.358 -0.215 0.310 -0.038 0.300
H -2.490 -1.417 0.783 0.185 0.651 0.191
```
Forces are in eV/Å.

The calculation puts the LUMO energy at 0.29 eV. For the energy relative to the best compared isomer or geometry (same formula, charge and spin), the calculation gives 177.2 kJ/mol. The calculated total energy is -28431.406 eV. The HOMO-LUMO gap comes out at 8.82 eV.

Q: energy relative to the best compared isomer or geometry (same formula, charge and spin) of number 7 (C3H7NOS2)?
A: 177.2 kJ/mol